{"formula": "C4H4N2O", "method": "wB97M-V/def2-TZVPD", "multiplicity": 1, "de_lowest_kj_mol": 214.2, "lumo_energy_ha": -0.0034, "smiles": "O=c1nccc[nH]1", "elements": ["O", "C", "N", "C", "C", "C", "N", "H", "H", "H", "H"], "positions_angstrom": [[2.52836, 0.25661, -0.78061], [1.41999, 0.14131, -0.33575], [1.08172, 1.04764, 0.63958], [-0.13324, 1.03204, 0.79407], [-1.19321, 0.19049, 0.46075], [-0.78545, -0.74221, -0.47709], [0.66298, -0.92602, -0.63740], [-0.63986, 1.63983, 1.70560], [-2.22674, 0.39558, 0.90957], [-1.56101, -1.40384, -1.05897], [0.84647, -1.63145, -1.21975]], "forces_ev_per_a": [[1.3630, -0.4653, -1.4872], [4.4808, 0.4001, 0.0588], [1.4458, -0.1318, -1.1342], [-5.8229, 2.9556, 7.3232], [-0.9643, -2.0193, -3.0495], [-0.7821, -1.0164, 0.7220], [-7.3970, 2.6881, 2.3753], [1.9158, -0.0456, -1.8306], [1.6987, -0.5597, -1.3432], [2.1186, 0.9093, 1.2340], [1.9436, -2.7150, -2.8686]]}

{"formula": "C18H24ClIN3O3Re", "method": "wB97M-V/def2-TZVPD", "multiplicity": 2, "de_lowest_kj_mol": 1022.3, "total_charge": 1, "lumo_energy_ha": [-0.1030, -0.1320], "s_squared": 0.757, "elements": ["Re", "N", "C", "C", "N", "C", "C", "N", "H", "H", "H", "H", "H", "H", "H", "H", "H", "H", "H", "H", "H", "I", "C", "C", "C", "C", "C", "C", "C", "C", "C", "C", "H", "H", "H", "H", "H", "H", "C", "C", "O", "H", "H", "H", "Cl", "C", "C", "O", "O", "H", "H"], "positions_angstrom": [[0.53807, -0.52352, -0.00450], [-2.63716, 0.95933, 2.51247], [-3.18656, -0.22953, 1.88271], [-2.47499, -1.49643, 1.38532], [-1.47919, -1.57265, 0.24101], [-2.13205, -1.31271, -1.06070], [-2.18086, 0.18651, -1.30228], [-0.81570, 0.77224, -1.14586], [0.94963, 0.53253, 1.17430], [-1.33273, 0.15359, 5.23327], [-3.93565, -0.65807, 2.56273], [-3.78443, 0.14941, 1.04693], [-2.01896, -2.03903, 2.21675], [-3.32129, -2.10091, 1.04189], [-1.19523, -2.54384, 0.30498], [-1.54050, -1.78618, -1.84554], [-3.13855, -1.73864, -1.08837], [-2.55975, 0.39634, -2.30190], [-2.84230, 0.67344, -0.59091], [-0.38317, 0.85255, -2.06181], [-0.88008, 1.72813, -0.80751], [1.87670, -1.78221, 1.94169], [3.45873, -0.38674, 1.77131], [4.46046, -0.46164, 2.69068], [5.57137, 0.39496, 2.55260], [5.63809, 1.24656, 1.49063], [4.60032, 1.31482, 0.52808], [4.70436, 2.19765, -0.57537], [3.70212, 2.26266, -1.49312], [2.53838, 1.47722, -1.33054], [2.35825, 0.60887, -0.28171], [3.44286, 0.49881, 0.66038], [4.41874, -1.16452, 3.51195], [6.36663, 0.35658, 3.28413], [6.49676, 1.89427, 1.36480], [5.59227, 2.80953, -0.67141], [3.78474, 2.92461, -2.34569], [1.75768, 1.58293, -2.07817], [2.84447, -2.46962, -1.39583], [1.65705, -1.60262, -1.24013], [0.94264, -1.17147, -2.15026], [2.81398, -2.98788, -2.35230], [2.93929, -3.16913, -0.56894], [3.71552, -1.80745, -1.37445], [-1.17849, 0.86264, 3.22663], [-0.91988, 1.07871, 4.81508], [-0.47610, 4.88311, -0.60665], [-0.46493, 5.93744, -0.14453], [-0.48674, 3.81410, -1.07099], [-1.40429, 1.96515, 5.22201], [-0.73847, 1.93337, 2.63646]], "forces_ev_per_a": [[0.7795, -0.0426, -0.5641], [0.5069, 0.5952, -0.7753], [-0.3377, -0.1732, 0.0763], [0.1896, -0.3289, 0.1132], [-0.4399, 0.5268, 0.4313], [0.0234, 0.0469, -0.0849], [-0.0033, 0.0932, -0.0466], [-0.0087, 0.1259, 0.1218], [-0.7044, 0.1531, 0.2266], [0.6411, 0.0126, 0.2048], [-0.0035, -0.1625, -0.0578], [-0.0094, 0.0743, 0.1238], [0.1178, 0.1301, 0.0127], [0.0517, -0.1586, 0.1725], [-0.0175, -0.0444, -0.3921], [-0.0063, -0.0518, 0.0241], [-0.0209, 0.0416, -0.0270], [-0.0448, -0.0403, -0.0013], [0.0699, 0.0210, 0.0209], [0.0816, -0.0377, 0.0209], [0.0060, 0.0001, 0.0429], [0.1282, 0.1015, 0.0315], [-0.0137, -0.0320, -0.0502], [0.0176, 0.0156, 0.0029], [-0.0041, -0.0060, 0.0064], [0.0001, 0.0082, -0.0115], [0.0015, -0.0079, 0.0191], [-0.0176, 0.0087, -0.0288], [0.0268, 0.0190, 0.0195], [-0.1045, -0.0706, 0.0349], [-0.0376, -0.0239, -0.0244], [0.0164, -0.0266, 0.0416], [-0.0008, -0.0040, -0.0026], [0.0007, -0.0016, -0.0007], [-0.0007, -0.0001, -0.0027], [-0.0004, -0.0009, -0.0043], [-0.0085, 0.0038, 0.0036], [0.0259, -0.0100, -0.0239], [0.0020, 0.0234, -0.0272], [0.2083, -0.0124, 0.0958], [-0.3725, -0.2214, 0.3693], [0.0053, 0.0068, -0.0049], [-0.0108, -0.0066, -0.0047], [0.0010, -0.0019, 0.0068], [-1.0791, -0.7601, -1.3805], [-0.2244, 0.0755, 1.0006], [0.0160, -0.0904, -0.0613], [0.0067, 0.0389, 0.0100], [-0.0251, 0.0650, 0.0751], [-0.0158, 0.0301, -0.2234], [0.5880, 0.0991, 0.4917]]}